Model A:
Formula: CH21O12V
Source: the Open Molecules 2025 dataset
Level of theory: ωB97M-V/def2-TZVPD

```
35
Properties=species:S:1:pos:R:3:mulliken_charge:R:1
O -0.318 1.029 -1.764 -0.602
V 0.290 0.006 -0.696 1.188
O 0.113 0.561 0.810 -0.420
C 3.412 -0.567 -1.548 -0.635
O 2.611 0.310 -0.804 -0.519
H 3.308 -0.407 -2.628 0.229
H 4.457 -0.377 -1.286 0.256
H 3.172 -1.624 -1.364 0.146
O 1.019 -1.958 0.517 -0.414
H 0.615 -2.269 1.346 0.247
H 1.399 -2.747 0.115 0.276
O -0.059 3.959 -1.341 -0.565
H -0.229 4.707 -1.920 0.273
H -0.879 3.837 -0.851 0.295
O -2.623 1.434 1.286 -0.557
H -2.943 1.266 2.177 0.295
H -2.604 0.569 0.863 0.284
O -2.563 0.267 -3.765 -0.599
H -3.496 0.193 -3.988 0.297
H -2.544 0.781 -2.948 0.297
O -0.363 0.804 3.533 -0.689
H -0.023 1.104 2.670 0.331
H 0.262 1.147 4.176 0.316
O 0.051 -1.892 -1.949 -0.388
H -0.561 -2.057 -2.677 0.277
H 0.187 -2.750 -1.538 0.280
O -0.821 -1.837 2.633 -0.638
H -1.523 -2.267 3.129 0.302
H -0.803 -0.918 2.971 0.368
O -1.918 -0.921 -0.313 -0.451
H -1.618 -1.659 0.241 0.346
H -2.738 -1.230 -0.713 0.224
O 2.516 0.914 2.170 -0.654
H 2.845 0.730 1.271 0.300
H 2.371 1.864 2.184 0.303
```

Values from the calculation:
HOMO-LUMO gap = 7.42 eV
spin multiplicity = 1
charge = 0
LUMO level = -0.696 eV

---

Model B:
Formula: CH21O12V
Source: the Open Molecules 2025 dataset
Level of theory: ωB97M-V/def2-TZVPD

```
35
Properties=species:S:1:pos:R:3:mulliken_charge:R:1
O 2.788 3.229 0.465 -0.546
V 2.832 1.910 1.330 1.396
O 2.182 2.247 2.742 -0.562
C -0.004 0.396 0.847 -0.526
O 1.229 0.840 0.322 0.123
H -0.631 1.149 1.338 0.274
H -0.662 0.219 -0.011 -0.075
H 0.073 -0.500 1.462 0.142
O 2.167 0.942 -2.485 -0.623
H 2.204 0.026 -2.778 0.319
H 1.824 0.897 -1.578 0.217
O 2.772 -1.876 0.693 -0.677
H 2.213 -2.570 1.059 0.320
H 2.152 -1.236 0.317 0.303
O -1.731 -2.429 0.281 -0.598
H -1.346 -2.845 -0.500 0.308
H -2.227 -1.665 -0.071 0.307
O -1.910 0.195 3.844 -0.623
H -1.364 -0.593 3.920 0.317
H -1.316 0.874 3.510 0.320
O -0.416 -3.152 2.528 -0.612
H 0.250 -2.625 2.980 0.298
H -0.430 -2.818 1.614 0.326
O -1.190 1.235 -2.772 -0.646
H -0.976 1.750 -1.982 0.390
H -1.289 1.895 -3.465 0.295
O -3.032 -0.389 -1.190 -0.688
H -2.315 0.131 -1.582 0.338
H -3.507 -0.764 -1.938 0.305
O 0.000 -1.818 -2.314 -0.590
H 0.116 -0.881 -2.109 0.284
H 0.896 -2.169 -2.369 0.313
O 0.169 3.600 -1.070 -0.660
H -0.183 3.976 -0.256 0.353
H 0.662 2.820 -0.781 0.178
```

Values from the calculation:
HOMO-LUMO gap = 7.89 eV
spin multiplicity = 1
charge = 0
LUMO level = -3.025 eV

---

Which of them is the most stable, and which is the least stable? model A and model B, in that order.

---

Model A:
Formula: C25H29N3O2
Source: the Open Molecules 2025 dataset
Level of theory: ωB97M-V/def2-TZVPD

```
59
Properties=species:S:1:pos:R:3:mulliken_charge:R:1
C 3.389 4.895 0.590 -0.977
C 3.728 4.289 1.882 -0.342
O 3.753 2.853 1.756 -0.334
C 2.633 2.268 1.944 0.648
C 1.288 2.968 2.268 -1.649
C 0.382 2.025 2.326 -0.929
C 0.569 0.612 2.199 -0.269
C -0.728 -0.100 1.833 0.421
C -0.872 -1.173 1.004 -0.026
C -1.920 -2.049 0.911 0.660
C -2.057 -3.079 -0.261 -0.138
O -2.432 -4.213 -0.008 -0.616
N -1.742 -2.426 -1.614 -0.116
C -1.549 -3.382 -2.568 -1.239
C -0.094 -3.176 -3.293 -0.761
C 0.156 -1.665 -3.640 -1.660
N 0.283 -0.701 -2.366 0.387
C 0.035 0.545 -2.557 -0.981
C 1.273 1.310 -3.024 -1.901
C 2.321 0.438 -2.694 -0.129
C 1.891 -0.826 -1.923 -0.211
C -3.196 -1.726 1.643 0.251
C -4.275 -2.362 1.838 0.236
C -5.377 -1.985 2.783 -0.766
C -5.038 -0.948 3.591 -0.407
C -4.048 -0.128 3.496 -0.931
C -2.894 -0.651 2.611 0.315
N -1.916 0.265 2.845 -0.628
C 1.656 0.171 1.724 0.112
C 2.810 0.981 1.692 -0.574
H 2.315 4.779 0.361 0.303
H 4.107 4.647 -0.244 0.273
H 3.453 6.001 0.525 0.381
H 3.204 4.619 2.824 0.361
H 5.007 4.454 2.062 0.212
H 1.296 3.795 2.456 1.406
H -0.830 2.339 2.324 0.107
H 0.204 -1.559 0.400 -0.126
H -1.299 -1.690 -1.245 0.365
H -1.703 -4.315 -2.110 0.558
H -2.312 -3.086 -3.167 0.477
H 0.775 -3.452 -2.329 0.067
H 0.016 -3.794 -3.958 0.924
H -0.645 -1.190 -4.165 0.681
H 0.893 -1.668 -4.128 0.803
H -0.085 1.081 -1.496 -0.137
H -0.831 0.788 -3.018 0.830
H 1.267 1.261 -4.157 0.233
H 1.454 2.144 -2.972 1.356
H 3.275 0.689 -1.849 0.195
H 3.062 -0.080 -3.469 0.278
H 1.700 -0.674 -0.640 -0.054
H 2.456 -1.861 -1.933 0.311
H -4.518 -3.158 0.947 0.108
H -6.128 -2.495 2.569 0.659
H -5.997 -0.649 4.112 0.225
H -3.854 0.597 4.159 0.539
H 1.933 -1.034 1.518 0.721
H 3.753 0.477 1.634 0.498
```

Values from the calculation:
HOMO-LUMO gap = 6.57 eV
SMILES = CCOc1ccc(-c2cc(C(=O)NCCCN3CCCC3)c3ccccc3n2)cc1
spin multiplicity = 1
charge = 0
LUMO level = -0.778 eV

---

Model B:
Formula: C25H29N3O2
Source: the Open Molecules 2025 dataset
Level of theory: ωB97M-V/def2-TZVPD

```
59
Properties=species:S:1:pos:R:3:mulliken_charge:R:1
C 1.380 -3.985 2.375 -1.097
N 1.372 -3.318 1.094 0.085
C 2.506 -2.429 0.932 -1.000
C 2.629 -1.978 -0.526 0.781
C 3.832 -1.044 -0.732 -1.465
N 3.721 0.203 -0.013 -0.078
C 3.204 1.312 -0.586 0.648
O 3.024 1.470 -1.767 -0.623
O 2.959 2.245 0.367 -0.396
C 2.333 3.454 -0.070 -0.978
C 0.845 3.384 0.157 0.607
C 0.238 4.133 1.156 -0.650
C -1.125 4.034 1.372 -0.701
C -1.891 3.178 0.599 -0.374
C -1.291 2.425 -0.396 -0.387
C 0.069 2.529 -0.617 -0.186
C 1.322 -1.331 -0.980 -1.167
C 0.167 -2.312 -0.753 -0.106
C -1.136 -1.725 -1.214 -0.576
C -1.637 -1.707 -2.498 -0.253
C -2.874 -1.109 -2.770 -0.846
C -3.656 -0.522 -1.794 -0.668
C -3.164 -0.530 -0.492 -0.280
C -1.915 -1.123 -0.234 1.399
C -1.642 -1.007 1.150 -0.144
C -2.712 -0.355 1.687 -1.314
N -3.631 -0.056 0.703 0.389
C -4.898 0.581 0.918 -1.178
C -0.365 -1.563 1.675 -0.532
C 0.097 -2.713 0.739 -0.861
H 0.502 -4.624 2.450 0.334
H 2.270 -4.612 2.437 0.365
H 1.387 -3.295 3.234 0.385
H 3.404 -2.986 1.214 0.359
H 2.439 -1.550 1.598 0.377
H 2.800 -2.871 -1.135 0.332
H 4.752 -1.546 -0.420 0.522
H 3.909 -0.782 -1.790 0.427
H 3.746 0.181 0.994 0.260
H 2.554 3.594 -1.134 0.362
H 2.786 4.257 0.517 0.405
H 0.834 4.801 1.762 0.341
H -1.590 4.628 2.147 0.384
H -2.955 3.103 0.769 0.428
H -1.880 1.756 -1.005 0.470
H 0.536 1.949 -1.399 0.496
H 1.133 -0.414 -0.420 -0.136
H 1.383 -1.066 -2.037 0.624
H 0.384 -3.224 -1.322 0.860
H -1.082 -2.159 -3.307 0.518
H -3.234 -1.116 -3.789 0.381
H -4.610 -0.081 -2.043 0.410
H -2.905 -0.064 2.703 0.429
H -4.853 1.192 1.821 0.388
H -5.138 1.222 0.069 0.377
H -5.700 -0.156 1.035 0.303
H -0.489 -1.945 2.691 0.579
H 0.390 -0.772 1.706 0.243
H -0.656 -3.509 0.823 0.727
```

Values from the calculation:
HOMO-LUMO gap = 8.26 eV
SMILES = CN1C[C@H](CNC(=O)OCc2ccccc2)C[C@@H]2c3cccc4c3c(cn4C)C[C@@H]21
spin multiplicity = 1
charge = 0
LUMO level = 0.728 eV

---

Which of them is the most stable, and which is the least stable? model B and model A, in that order.